Molecular formula: C3H3N2S
Method: DFT, ωB97M-V/def2-TZVPD

As for the max |F|: 0.0872 Eh/bohr. The orbital gap (alpha / beta) comes out at 5.0 / 4.4 eV. The LUMO energy (alpha / beta) is -9.41 / -9.78 eV. The energy above the lowest of the compared OMol25 structures with the same formula, charge and spin comes out at 699.75 kJ/mol. The charge is +1.

Each line ends with the Mulliken charge.
CARTESIAN COORDINATES (ANGSTROEM)
S (-3.26, -0.21, -0.47)  0.45
N (-0.54, 0.41, -0.46)  -0.23
N (1.68, 0.88, -0.80)  -0.31
C (1.59, -0.07, 0.21)  -0.31
C (0.23, -0.32, 0.44)  -0.18
C (0.46, 0.84, -1.12)  0.36
H (-2.54, -0.20, 0.68)  0.31
H (2.54, -0.41, 0.38)  0.43
H (-0.16, -0.92, 1.13)  0.47